# 1
Formula: C34H32BF6NO2S
Source: the Open Molecules 2025 dataset
Level of theory: ωB97M-V/def2-TZVPD

The highest occupied orbital energy is -5.96 eV. As for the total energy: -69177.43333 eV. The multiplicity is 1. The energy above the lowest of the compared OMol25 structures with the same formula, charge and spin is 91.8 kcal/mol. Its net charge is 0. Its orbital gap is 0.0866 hartree. As for the max |F|: 2.65 eV/Å.

Atoms and positions in Å:
S -3.7770 3.7594 2.0619
F 1.8567 3.0724 5.4027
F 2.1110 4.9540 4.2710
F 0.1597 4.4747 5.1858
F 1.7346 2.2447 -1.2484
F 2.1134 0.5794 0.1638
F 3.4091 2.3799 0.1732
O -2.4966 0.0503 1.3151
O -3.0890 1.3725 3.2588
N 1.4652 -3.3959 -5.4662
C 1.7561 -2.0740 -5.4192
C 2.2740 -1.7356 -4.1329
C -2.7521 -1.1862 1.9703
C -0.4495 2.6217 3.2613
C -4.6718 4.3943 0.7364
C 2.3712 -4.6905 -1.6395
C 2.6763 -3.4022 -2.1043
C 6.2504 -0.1244 -2.3224
C 3.7058 -0.6096 -1.4054
C 1.7072 -5.6102 -2.4707
C 2.2987 -3.0135 -3.3831
C -0.0944 1.9383 0.9940
C -3.4673 2.5715 -0.1953
C 0.8052 3.2275 3.2769
C 1.2370 3.9368 4.5300
C 1.4078 -5.2704 -3.8049
C -3.0608 0.2476 4.1105
C -4.3773 3.6773 -0.4056
C -0.9034 1.9969 2.1056
C -4.9143 -1.1803 3.1362
C 5.2055 -0.2210 -3.2412
C -3.4145 -1.0846 3.3724
C 1.0649 -4.1295 -6.6548
C 2.6889 -0.5000 -3.6411
C 1.6651 3.1284 2.1965
C 2.1261 1.9595 0.0315
C 4.7167 -0.3966 -0.4715
C -5.6776 5.4674 0.9247
C 1.2023 2.4393 1.0808
C -2.9019 -2.1864 4.2862
C -3.0375 2.4920 1.0998
C 6.0184 -0.1660 -0.9331
C 1.7254 -3.9882 -4.2301
C 3.8724 -0.4158 -2.7910
B -2.3976 1.2883 2.0115
H 0.4811 -3.4692 -7.3039
H -2.0482 0.1992 4.5618
H 1.4401 -6.5934 -2.0839
H 1.5605 -1.4436 -6.2791
H -6.5102 5.1466 1.5620
H -3.0986 -3.1919 3.8974
H -1.0575 2.6653 4.1622
H -3.1760 1.8709 -0.9632
H 5.3801 -0.1690 -4.3223
H -1.7912 -1.7242 2.0181
H 4.4848 -0.4484 0.5961
H -1.8158 -2.0693 4.4073
H 1.9258 -4.4756 -7.2485
H -3.7835 0.4319 4.9245
H 2.6607 3.5572 2.2047
H -5.1481 -2.1087 2.5975
H -0.4514 1.4696 0.0779
H 6.8397 -0.0576 -0.2178
H -3.4076 -1.7639 1.2958
H 3.2435 -2.7258 -1.4790
H 2.7148 -0.9134 -1.0822
H 7.2803 -0.0260 -2.6793
H -5.2247 -0.3249 2.5147
H -3.3618 -2.0987 5.2802
H -5.4657 -1.1716 4.0853
H 0.4783 -5.0029 -6.3531
H -5.2177 6.3446 1.3913
H 2.6765 -4.9758 -0.6286
H 2.2348 0.4017 -4.0345
H 0.8981 -5.9429 -4.4928
H -6.0794 5.7547 -0.0463
H -4.8040 3.9618 -1.3584

Atoms 1-3, force components in eV/Å:
S 0.00 -0.34 -0.59
F -0.38 0.89 -0.43
F -0.48 -0.67 0.45



# 2
Formula: C29H27O6PPr
Source: the Open Molecules 2025 dataset
Level of theory: ωB97M-V/def2-TZVPD

The highest occupied orbital energy (spin up / spin down) is -11.18 / -11.16 eV. As for the total energy: -66150.96587 eV. The multiplicity is 3. Its net charge is +1. Its orbital gap (spin up / spin down) is 0.2971 / 0.2973 hartree. As for the max |F|: 2.79 eV/Å.

Atoms and positions in Å:
Pr -0.8323 0.8240 -0.3176
P -0.6899 -1.9784 -0.2074
O -2.1552 -0.1132 -1.7540
O 0.8804 7.3050 -0.2579
O -0.5346 2.8990 -0.5106
O -1.0711 1.2181 2.1242
O -2.9953 0.6152 0.1379
O 1.3055 0.9274 -0.4300
C 0.0415 -2.7759 3.6537
C -4.1102 -4.2538 0.0592
C 1.3297 -2.9910 -1.8270
C 1.8553 3.2325 -0.3510
C 1.1306 -4.5666 2.4815
C -5.1051 -3.3344 -0.2293
C -0.4050 2.3911 2.6256
C -0.0408 -2.7602 -1.7158
C 3.5996 1.3394 -0.2777
C -2.7819 -3.8641 0.1023
C -2.4364 -2.5525 -0.2017
C 0.4772 3.6957 -0.4277
C -0.3509 -2.2343 2.4459
C 1.8455 -3.5094 -3.0011
C 0.7957 -3.9403 3.6711
C 2.5861 5.5637 -0.2215
C 2.8588 4.2305 -0.2631
C -0.3453 -3.4847 -3.9850
C -4.7806 -2.0110 -0.4861
C 0.2382 5.0821 -0.3937
C -3.4516 -1.6315 -0.4991
C 1.8665 8.3175 -0.1973
C 1.2490 6.0187 -0.2892
C -0.0304 -2.8724 1.2450
C -2.9231 -0.2583 -0.7641
C -0.8762 -2.9872 -2.8081
C 2.1818 1.8481 -0.3665
C 0.7116 -4.0462 1.2659
C 1.0094 -3.7597 -4.0781
H 0.6313 2.3409 2.2797
H -6.1378 -3.6455 -0.2520
H 1.9774 -2.7608 -0.9903
H 2.4641 8.2368 0.7147
H -0.8781 3.3057 2.2514
H -1.9317 -2.7647 -2.7387
H -2.0089 -4.5699 0.3706
H 1.3197 9.2586 -0.1878
H 1.1281 -4.3532 4.6119
H -5.5455 -1.2786 -0.6880
H -0.9221 -1.3030 2.4046
H 3.8946 3.9364 -0.2316
H 0.9683 -4.5509 0.3458
H -0.2293 -2.2940 4.5808
H 4.3718 2.0967 -0.2590
H 1.7222 -5.4689 2.5017
H -0.9872 -3.6519 -4.8361
H 1.4184 -4.1566 -4.9948
H 2.9032 -3.7083 -3.0819
H 3.7682 0.6798 -1.1293
H -1.9862 1.2578 2.4559
H -0.4156 2.3910 3.7197
H -0.7863 5.4124 -0.4712
H 3.6760 0.7355 0.6276
H 3.3952 6.2692 -0.1453
H 2.5184 8.2856 -1.0743
H -4.3719 -5.2801 0.2613

Atoms 1-3, force components in eV/Å:
Pr 1.65 1.34 1.17
P -0.07 -2.39 0.29
O -1.12 -0.39 -1.70



# 3
Formula: C14H16FeN3OS
Source: the Open Molecules 2025 dataset
Level of theory: ωB97M-V/def2-TZVPD

The highest occupied orbital energy (spin up / spin down) is -16.24 / -16.57 eV. As for the total energy: -66502.53127 eV. The multiplicity is 6. Its net charge is +2. Its orbital gap (spin up / spin down) is 0.3432 / 0.2513 hartree. As for the max |F|: 0.35 eV/Å.

Atoms and positions in Å:
Fe 0.1096 -0.4209 -0.0749
S 0.3890 -2.8205 0.2704
O 0.8481 3.1148 -1.8460
N 2.0483 -0.0521 -0.8533
N -1.8656 -0.1696 -0.8056
N 0.0184 1.5570 -0.3729
C -3.8561 -0.8586 -1.9245
C 4.3365 -0.4609 -1.3881
C 2.1912 1.1987 -1.3479
C -2.6896 -1.1347 -1.2431
C -0.1291 -3.6215 1.8038
C 4.4635 0.8095 -1.9207
C 3.1140 -0.8602 -0.8701
C -4.1811 0.4663 -2.1749
C 0.9985 2.0885 -1.2417
C -0.2166 -3.9327 -1.0156
C -2.2118 1.1188 -1.0116
C -1.2899 2.1509 -0.3734
C 3.3630 1.6609 -1.9014
C -3.3449 1.4736 -1.7095
H 3.4050 2.6679 -2.2929
H -5.0796 0.7169 -2.7231
H 0.5213 -4.4724 1.9872
H 2.9769 -1.8538 -0.4657
H -0.1124 -3.4304 -1.9751
H -1.6043 2.2654 0.6705
H -1.1665 -3.9377 1.7262
H 5.1698 -1.1487 -1.3693
H 5.4045 1.1415 -2.3382
H -1.2576 -4.1921 -0.8362
H -3.5760 2.5169 -1.8749
H -2.3876 -2.1526 -1.0347
H -0.0248 -2.9010 2.6117
H -1.3226 3.1173 -0.8716
H -4.4911 -1.6666 -2.2576
H 0.3991 -4.8287 -1.0081

Atoms 1-3, force components in eV/Å:
Fe -0.05 -0.27 -0.22
S 0.15 0.05 0.09
O 0.00 0.01 0.00



# 4
Formula: C7H13LaNOP
Source: the Open Molecules 2025 dataset
Level of theory: ωB97M-V/def2-TZVPD

The highest occupied orbital energy (spin up / spin down) is -4.94 / -4.89 eV. As for the total energy: -21148.13566 eV. The multiplicity is 1. The energy above the lowest of the compared OMol25 structures with the same formula, charge and spin is 18.7 kcal/mol. Its net charge is 0. Its orbital gap (spin up / spin down) is 0.1437 / 0.1410 hartree. As for the max |F|: 6.28 eV/Å.

Atoms and positions in Å:
La 1.8365 -1.6495 0.4071
P -0.2571 -2.5352 -0.7513
O 0.5340 -0.8754 1.8739
N -1.5922 -0.3903 2.3963
C 1.2855 2.2811 -2.6343
C 0.1572 0.0961 4.0464
C -0.0303 2.6161 -2.2020
C -0.8724 1.4809 -2.3976
C -0.3193 -0.3968 2.7590
C -0.0928 0.4351 -2.9499
C 1.2686 0.9416 -3.1094
H 0.0994 -2.9581 0.6414
H 2.1591 2.9306 -2.5948
H -1.9342 1.4329 -2.1891
H -2.3096 -0.0506 3.0303
H -0.6705 0.1166 4.7760
H 0.5525 1.1209 3.9516
H -0.3434 3.5765 -1.7945
H 0.9518 -0.5568 4.4302
H 2.1001 0.3973 -3.5633
H -1.8441 -0.7413 1.4685
H 0.9925 -3.1924 -1.2155
H -0.4368 -0.5514 -3.2481
H -1.2345 -3.5280 -1.1311

Atoms 1-3, force components in eV/Å:
La 3.44 0.00 -2.32
P -1.27 0.49 -0.99
O -3.33 2.57 4.66



# 5
Formula: C9H15NO3S
Source: the Open Molecules 2025 dataset
Level of theory: ωB97M-V/def2-TZVPD

The highest occupied orbital energy is -10.20 eV. As for the total energy: -28043.37691 eV. The multiplicity is 1. The energy above the lowest of the compared OMol25 structures with the same formula, charge and spin is 5.2 kcal/mol. Its structure (SMILES) is C=CC[C@@H]1NS(=O)(=O)O[C@@H]2CCC[C@H]12. Its net charge is 0. Its orbital gap is 0.4023 hartree. As for the max |F|: 1.22 eV/Å.

Atoms and positions in Å:
S -2.5522 1.1057 0.0549
O -2.1593 0.2805 -1.2389
O -3.4022 0.3592 0.9201
O -3.0161 2.3707 -0.4049
N -1.0683 1.2787 0.8148
C 0.0377 1.1392 -0.1188
C 0.1041 -0.3458 -0.4917
C -1.2411 -0.7981 -1.1200
C 1.3411 1.6396 0.5139
C -1.7510 -1.9537 -0.2516
C -0.4879 -2.5195 0.3896
C 0.3170 -1.2657 0.7190
C 2.4987 1.4880 -0.4220
C 3.6043 0.8254 -0.1402
H 1.2169 2.6993 0.7573
H -2.3009 -2.6891 -0.8360
H 1.3717 -1.4766 0.8868
H 4.4189 0.7503 -0.8397
H 0.9112 -0.4810 -1.2162
H 3.7452 0.3370 0.8100
H 2.3816 1.9748 -1.3815
H -0.1027 -0.7889 1.6045
H -1.0948 -1.1184 -2.1571
H 1.5273 1.0962 1.4399
H -2.4143 -1.5414 0.5078
H -1.0696 2.1701 1.2888
H -0.1641 1.7210 -1.0334
H -0.7055 -3.1182 1.2716
H 0.0542 -3.1395 -0.3272

Atoms 1-3, force components in eV/Å:
S -0.25 0.54 0.44
O -0.54 0.92 0.36
O -0.02 -0.18 -0.02